Entry 1:
A molecular structure, C31H11F15GeN2OPtS, computed with ωB97M-V/def2-TZVPD.

Structure (ORCA input):
```
! wB97M-V def2-TZVPD RIJCOSX def2/J DEFGRID3
* xyz 2 1
Pt -0.257 1.138 1.602
O -1.075 3.394 2.412
C -2.464 3.331 2.126
C -2.990 1.930 2.375
C -4.322 1.756 2.709
C -4.842 0.486 2.896
C -4.003 -0.613 2.760
C -2.687 -0.399 2.428
N -2.198 0.845 2.240
H -0.691 4.257 2.206
H -2.663 3.606 1.086
H -3.021 4.004 2.780
H -4.945 2.633 2.825
H -5.885 0.356 3.152
H -4.356 -1.624 2.903
H -1.988 -1.215 2.308
F -1.604 -1.781 -3.410
C -1.468 -0.622 -4.062
C -0.640 0.365 -3.554
C -0.546 1.550 -4.266
F 0.230 2.529 -3.765
C -1.216 1.762 -5.454
F -1.100 2.902 -6.109
C -2.029 0.744 -5.948
F -2.682 0.918 -7.074
C -2.160 -0.452 -5.250
F -2.938 -1.411 -5.717
Ge 0.433 0.178 -1.965
S -0.446 1.807 -0.529
C 0.232 -1.515 -1.030
C 1.234 -2.467 -0.975
F 2.437 -2.198 -1.488
C 1.045 -3.706 -0.380
F 2.030 -4.584 -0.331
C -0.190 -4.008 0.183
F -0.386 -5.169 0.766
C -1.221 -3.072 0.131
F -2.402 -3.346 0.669
C -0.993 -1.859 -0.484
F -2.011 -0.988 -0.576
C 2.280 0.762 -2.153
C 2.910 0.725 -3.389
F 2.240 0.274 -4.451
C 4.223 1.130 -3.567
F 4.783 1.081 -4.758
C 4.949 1.584 -2.472
F 6.197 1.966 -2.618
C 4.353 1.624 -1.214
F 5.037 2.037 -0.158
C 3.041 1.214 -1.088
F 2.507 1.245 0.165
N 3.911 -2.532 6.232
C 3.219 -2.036 5.463
C 2.356 -1.416 4.505
C 2.711 -1.424 3.154
C 1.871 -0.853 2.214
C 0.724 -0.229 2.681
C 0.288 -0.285 4.003
C 1.161 -0.847 4.928
H 3.639 -1.887 2.846
H 2.137 -0.863 1.171
H -0.652 0.135 4.336
H 0.894 -0.865 5.976
*
```

* E_HOMO (spin up / spin down): -14.512 / -14.512 eV

---

Entry 2:
A molecular structure, C31H14Cl7N5O2S2V, computed with ωB97M-V/def2-TZVPD.

Structure (ORCA input):
```
! wB97M-V def2-TZVPD RIJCOSX def2/J DEFGRID3
* xyz -2 2
V -0.189 0.425 0.691
Cl -2.377 0.286 7.160
C -1.397 0.127 5.727
C -1.900 0.596 4.520
C -1.129 0.488 3.368
N -1.436 0.965 2.111
C -2.439 1.792 1.797
O -3.195 2.423 2.545
C -2.555 1.891 0.302
C -3.635 2.538 -0.274
C -3.769 2.546 -1.651
C -2.803 1.884 -2.401
C -1.748 1.272 -1.757
N -1.592 1.274 -0.424
C 0.164 -0.113 3.439
C 0.658 -0.549 4.663
C -0.129 -0.431 5.802
Cl 0.510 -0.978 7.327
N 0.858 -0.024 2.253
C 2.170 0.345 2.203
O 3.113 -0.053 2.888
C 2.250 1.510 1.289
C 3.376 2.321 1.200
C 3.264 3.585 0.656
C 1.998 4.020 0.238
C 0.938 3.147 0.286
N 1.038 1.891 0.768
H -2.871 1.064 4.473
H -4.348 3.014 0.384
H -4.597 3.052 -2.131
H -2.866 1.835 -3.480
H -1.005 0.729 -2.315
H 1.662 -0.942 4.718
H 4.309 1.937 1.592
H 4.125 4.239 0.593
H 1.851 5.024 -0.137
H -0.040 3.436 -0.082
S -2.389 -1.659 0.737
C -2.017 -2.303 -0.763
N -1.247 -1.796 -1.681
C -1.122 -2.571 -2.800
C -0.368 -2.241 -3.928
C -0.334 -3.117 -5.000
C -1.036 -4.320 -4.966
C -1.798 -4.661 -3.855
C -1.842 -3.787 -2.782
S -2.708 -3.912 -1.281
H 0.177 -1.305 -3.937
H 0.241 -2.861 -5.883
H -0.994 -4.996 -5.811
H -2.353 -5.591 -3.831
Cl 0.920 -2.680 0.862
C 1.848 -1.671 -0.185
C 1.291 -0.436 -0.593
C 2.099 0.216 -1.541
Cl 1.504 1.659 -2.308
C 3.362 -0.208 -1.946
Cl 4.306 0.712 -3.069
C 3.887 -1.381 -1.426
Cl 5.476 -1.901 -1.852
C 3.103 -2.135 -0.561
Cl 3.730 -3.620 0.060
*
```

* E_HOMO (spin up / spin down): -0.678 / -0.581 eV

---

Entry 3:
A molecular structure, C31H16AsCl2F4N4PtS, computed with ωB97M-V/def2-TZVPD.

Structure (ORCA input):
```
! wB97M-V def2-TZVPD RIJCOSX def2/J DEFGRID3
* xyz 3 5
Pt 0.203 1.181 0.419
S -2.463 -1.457 0.140
C -3.270 -0.773 -1.284
C -4.349 -1.476 -1.806
C -5.053 -0.966 -2.886
C -4.714 0.271 -3.406
C -3.669 0.998 -2.855
C -2.912 0.481 -1.804
As -1.478 1.689 -1.285
C -0.081 1.484 -2.559
C 0.918 2.485 -2.587
C 1.936 2.401 -3.517
C 1.976 1.323 -4.396
C 0.998 0.320 -4.354
C -0.022 0.384 -3.429
C -2.216 3.431 -1.386
C -3.090 3.836 -0.376
C -3.690 5.079 -0.471
C -3.414 5.901 -1.558
C -2.543 5.487 -2.559
C -1.929 4.245 -2.482
H -4.654 -2.416 -1.362
H -5.885 -1.523 -3.295
H -5.277 0.688 -4.232
H -3.443 1.980 -3.251
H 0.864 3.335 -1.917
H 2.688 3.176 -3.570
H 2.767 1.261 -5.132
H 1.031 -0.493 -5.067
H -0.793 -0.376 -3.413
H -3.306 3.197 0.473
H -4.372 5.406 0.302
H -3.882 6.874 -1.626
H -2.344 6.128 -3.407
H -1.259 3.928 -3.270
F 1.932 -1.389 1.944
C 1.993 -2.364 1.030
C 0.981 -3.277 0.975
F -0.053 -3.154 1.813
C 0.965 -4.283 0.006
C 2.088 -4.428 -0.802
C 3.127 -3.492 -0.745
F 4.098 -3.584 -1.626
C 3.048 -2.396 0.111
C 3.841 -1.181 -0.093
C 3.028 -0.010 -0.059
N 2.171 0.756 -0.083
C 5.166 -1.128 -0.512
N 6.271 -1.085 -0.863
F 2.122 -5.354 -1.734
C -0.325 -4.908 -0.329
C -1.357 -3.943 -0.339
N -1.892 -2.919 -0.454
C -0.513 -6.221 -0.737
N -0.669 -7.315 -1.095
Cl 2.058 1.161 4.210
C 0.334 1.115 4.137
Cl -0.286 2.029 2.658
H -0.109 1.654 4.967
H -0.024 0.096 4.057
*
```

* E_HOMO (spin up / spin down): -16.983 / -17.213 eV

---

Entry 4:
A molecular structure, C31H16BrF12MnN3O4S2, computed with ωB97M-V/def2-TZVPD.

Structure (ORCA input):
```
! wB97M-V def2-TZVPD RIJCOSX def2/J DEFGRID3
* xyz 1 1
Mn 1.510 0.519 -0.268
C -5.137 1.181 -1.255
C -3.796 0.875 -0.832
C -3.588 -0.388 -0.300
C -2.337 -0.677 0.229
C -1.291 0.228 0.351
N -0.103 -0.021 1.078
C 0.000 -0.448 2.358
C -1.166 -0.688 3.152
C -1.051 -1.186 4.397
C 0.251 -1.420 5.029
C 0.353 -1.931 6.438
C 1.404 -1.177 4.239
C 1.329 -0.718 2.976
C 2.585 -0.594 2.216
O 2.504 0.353 1.208
C 2.895 -1.957 1.579
F 3.375 -2.772 2.495
F 3.784 -1.880 0.571
F 1.778 -2.535 1.132
C 3.759 -0.043 3.063
F 4.179 -0.873 4.042
F 3.320 1.089 3.676
F 4.710 0.224 2.249
C -1.446 1.506 -0.388
C -2.728 1.795 -0.809
C -0.396 2.657 -0.261
O 0.918 2.273 -0.026
C -0.243 3.561 -1.632
F 1.424 5.336 -2.506
F -0.550 2.777 -2.683
F -1.004 4.662 -1.709
C -0.797 3.619 0.986
F -0.776 2.858 2.096
F -1.984 4.196 0.865
F 0.144 4.557 1.100
H -5.864 0.696 -0.560
H -5.258 2.274 -1.181
H -5.348 0.789 -2.281
H -4.397 -1.097 -0.243
H -2.178 -1.683 0.625
H -2.148 -0.543 2.692
H -1.926 -1.432 4.959
H -0.167 -2.907 6.468
H 1.427 -2.106 6.518
H 0.002 -1.068 7.069
H 2.329 -1.493 4.668
H -2.925 2.804 -1.138
S 3.493 1.424 -1.241
C 2.765 1.795 -2.728
C 2.986 0.849 -3.791
N 3.403 0.151 -4.598
C 2.071 2.954 -3.022
S 1.553 3.949 -1.706
C 1.439 3.276 -4.289
N 0.817 3.650 -5.181
Br -0.375 -6.121 -2.599
C -0.479 -4.290 -3.245
C -1.204 -3.955 -4.393
C -1.207 -2.612 -4.724
C -0.592 -1.614 -3.957
C 0.133 -2.011 -2.867
C 0.174 -3.370 -2.503
C 0.785 -1.031 -1.943
O 0.669 0.220 -2.066
O 1.443 -1.349 -0.929
H -1.626 -4.634 -5.043
H -1.677 -2.207 -5.625
H -0.662 -0.546 -4.293
H 0.714 -3.722 -1.706
*
```

* E_HOMO (spin up / spin down): -11.485 / -11.484 eV

---

Entry 5:
A molecular structure, C31H17AlAsCl4N2O10, computed with ωB97M-V/def2-TZVPD.

Structure (ORCA input):
```
! wB97M-V def2-TZVPD RIJCOSX def2/J DEFGRID3
* xyz -1 1
Al -0.093 0.010 -0.016
O 3.828 -0.053 -0.273
C 2.713 0.432 -0.302
O 1.624 -0.238 -0.544
C 2.540 1.911 -0.043
C 3.672 2.685 0.122
C 3.571 4.040 0.383
C 2.334 4.661 0.486
C 1.227 3.883 0.329
C 1.253 2.499 0.053
O 0.134 1.865 -0.038
N -0.103 4.497 0.521
O -0.657 4.293 1.584
O -0.563 5.154 -0.389
N 4.777 4.842 0.581
O 4.641 6.035 0.804
O 5.858 4.285 0.518
H 4.637 2.203 0.056
H 2.261 5.718 0.699
Cl -4.524 -4.870 0.067
C -3.788 -3.300 -0.019
C -4.557 -2.156 0.123
Cl -6.268 -2.274 0.380
C -3.946 -0.889 0.068
Cl -4.856 0.572 0.283
C -2.585 -0.779 -0.144
O -1.902 0.352 -0.176
C -1.796 -1.951 -0.304
O -0.506 -1.728 -0.482
C -2.400 -3.193 -0.227
Cl -1.388 -4.596 -0.355
O 0.025 -0.182 1.781
As -0.005 -0.046 3.424
C -0.038 -1.817 4.107
C -0.020 -2.835 3.156
C -0.096 -4.155 3.582
C -0.180 -4.442 4.938
C -0.191 -3.417 5.880
C -0.124 -2.096 5.467
C -1.558 0.942 3.889
C -2.443 1.251 2.861
C -3.586 1.981 3.166
C -3.829 2.384 4.469
C -2.933 2.072 5.489
C -1.789 1.349 5.200
C 1.546 0.892 3.993
C 2.568 0.270 4.697
C 3.726 0.984 4.977
C 3.852 2.298 4.546
C 2.824 2.915 3.841
C 1.661 2.214 3.565
H 0.045 -2.597 2.097
H -0.098 -4.951 2.846
H -0.244 -5.472 5.267
H -0.259 -3.649 6.936
H -0.145 -1.299 6.200
H -2.251 0.932 1.843
H -4.276 2.236 2.371
H -4.720 2.956 4.697
H -3.125 2.399 6.503
H -1.077 1.125 5.986
H 2.476 -0.766 5.000
H 4.537 0.507 5.512
H 4.765 2.844 4.747
H 2.934 3.934 3.491
H 0.859 2.686 3.009
*
```

* E_HOMO: -5.120 eV

---

Entry 6:
A molecular structure, C31H17BrIN4O3Pt, computed with ωB97M-V/def2-TZVPD.

Structure (ORCA input):
```
! wB97M-V def2-TZVPD RIJCOSX def2/J DEFGRID3
* xyz -1 3
Pt 1.136 -0.970 0.285
Br -6.311 7.613 0.768
C -5.908 6.191 1.933
C -5.318 6.415 3.216
C -4.823 5.346 3.928
C -4.917 4.028 3.378
C -5.834 3.766 2.364
C -6.219 4.851 1.585
N -3.855 3.211 3.733
N -3.665 2.255 2.876
C -2.422 1.673 2.842
C -1.290 2.197 3.577
C -0.074 1.810 3.139
C 0.181 0.774 2.199
O 1.321 0.293 1.856
C -1.024 0.242 1.534
N -0.850 -0.628 0.514
C -1.904 -0.974 -0.273
C -3.183 -0.654 0.043
C -3.428 0.065 1.217
C -2.341 0.544 1.903
H -5.154 7.417 3.639
H -4.405 5.433 4.937
H -5.902 2.757 1.932
H -6.650 4.650 0.564
H -1.431 3.014 4.283
H 0.822 2.146 3.648
H -1.528 -1.561 -1.097
H -4.059 -0.958 -0.561
H -4.487 0.238 1.507
N 1.055 -8.378 -6.039
C 0.723 -7.492 -5.355
C 0.538 -6.443 -4.443
C 0.716 -6.711 -3.089
C 0.771 -5.658 -2.202
C 0.561 -4.349 -2.679
C 0.282 -4.105 -4.042
C 0.281 -5.140 -4.950
C 0.724 -3.275 -1.760
C 0.878 -2.363 -0.914
H 0.703 -7.757 -2.745
H 1.037 -5.722 -1.122
H 0.053 -3.112 -4.332
H 0.063 -5.072 -6.006
I 9.894 1.200 -0.702
C 7.920 0.673 -0.914
C 7.099 1.288 -1.840
C 5.700 1.024 -1.743
C 5.142 0.078 -0.860
C 6.028 -0.647 -0.032
C 7.381 -0.250 0.012
C 3.629 -0.132 -0.800
O 2.894 0.403 -1.659
O 3.191 -0.841 0.191
H 7.425 2.091 -2.483
H 5.043 1.589 -2.391
H 5.728 -1.432 0.634
H 8.064 -0.655 0.792
*
```

* E_HOMO (spin up / spin down): -3.927 / -5.461 eV

---

Entry 7:
A molecular structure, C31H17Cl5N4O5Ti, computed with ωB97M-V/def2-TZVPD.

Structure (ORCA input):
```
! wB97M-V def2-TZVPD RIJCOSX def2/J DEFGRID3
* xyz -2 1
Ti 0.499 0.107 -0.457
O 2.335 -3.288 -2.364
C 1.715 -2.268 -2.036
N 2.059 -1.262 -1.223
C 3.348 -1.202 -0.665
C 4.418 -2.054 -0.950
C 5.657 -1.857 -0.350
C 5.842 -0.817 0.543
C 4.791 0.044 0.834
C 3.542 -0.135 0.237
N 2.394 0.623 0.503
C 2.487 1.795 1.145
O 3.483 2.471 1.427
C 1.149 2.269 1.655
C 1.043 3.406 2.439
C -0.185 3.702 3.003
C -1.252 2.845 2.780
C -1.059 1.744 1.960
N 0.116 1.475 1.398
C 0.377 -2.032 -2.687
C -0.103 -2.912 -3.643
C -1.281 -2.602 -4.296
C -1.924 -1.414 -3.977
C -1.389 -0.607 -2.989
N -0.264 -0.919 -2.341
H 4.267 -2.871 -1.633
H 6.474 -2.531 -0.586
H 6.805 -0.664 1.019
H 4.932 0.866 1.515
H 1.928 4.006 2.592
H -0.310 4.585 3.618
H -2.227 3.026 3.211
H -1.859 1.053 1.733
H 0.474 -3.804 -3.842
H -1.690 -3.267 -5.048
H -2.838 -1.113 -4.471
H -1.879 0.309 -2.699
Cl -4.783 5.069 -1.960
C -3.775 3.694 -1.493
C -4.365 2.661 -0.782
C -3.538 1.587 -0.444
Cl -4.245 0.263 0.461
C -2.189 1.496 -0.770
O -1.489 0.434 -0.435
C -1.600 2.611 -1.484
C -0.236 2.631 -1.791
O 0.600 1.679 -1.421
C -2.448 3.693 -1.846
H -5.409 2.670 -0.511
H 0.198 3.491 -2.290
H -2.032 4.532 -2.390
Cl -2.958 -4.229 4.965
C -2.081 -3.415 3.677
C -0.974 -2.647 3.984
C -0.290 -2.008 2.966
Cl 1.112 -1.065 3.368
C -0.670 -2.089 1.602
O -0.052 -1.503 0.657
C -1.809 -2.906 1.366
Cl -2.328 -3.109 -0.278
C -2.504 -3.553 2.367
H -0.638 -2.542 5.006
H -3.367 -4.157 2.123
*
```

* E_HOMO (spin up / spin down): 0.043 / 0.044 eV